w) DFT (ωB97M-V/def2-TZVPD) results for an isolated molecule of C3H4OS.

The geometry in XYZ format:
```
9
C3H4OS | OMol25 | ωB97M-V/def2-TZVPD
C 0.16 -1.18 0.79
C -0.46 0.77 -0.91
C 0.08 0.32 0.38
O 0.47 -1.61 1.85
S 1.33 0.60 -0.87
H 0.04 -1.77 -0.05
H -0.89 -0.09 -1.52
H -0.83 1.88 -0.80
H 0.11 1.07 1.13
```

Output
SMILES: O=C[C@@H]1CS1
Molecular weight (g/mol): 88.1

Atom charges from the natural (NBO) analysis, given in e for atoms 1 to 6: 0.4429, -0.5122, -0.4219, -0.4960, 0.1441, 0.1022

x) DFT (ωB97M-V/def2-TZVPD) results for a 2-piece molecular cluster, C3H4OS overall.

The geometry in XYZ format:
```
9
C3H4OS | OMol25 | ωB97M-V/def2-TZVPD
C -0.66 -0.35 -0.03
C -1.40 -2.57 0.36
C 0.61 0.59 0.09
O -1.67 0.13 -0.43
S -0.80 -3.64 -0.60
H -2.22 -2.18 0.80
H 1.18 0.38 -0.76
H 1.33 0.23 0.74
H 0.17 1.53 0.15
```

Output
Molecular weight (g/mol): 88.1

Atom charges from the natural (NBO) analysis, given in e for atoms 1 to 6: 0.5491, -0.3556, -0.7218, -0.5435, 0.1822, 0.1812

Most stable: w)

w) DFT (ωB97M-V/def2-TZVPD) results for an isolated molecule of C3H8N2O2S.

The geometry in XYZ format:
```
16
C3H8N2O2S | OMol25 | ωB97M-V/def2-TZVPD
C 0.24 -0.37 -0.21
C 1.66 -0.62 -0.72
C -0.36 0.37 2.00
N -0.57 -0.15 -1.36
N 0.30 0.74 0.71
O -3.02 0.25 -2.13
O 0.01 1.86 0.12
S -2.24 -0.21 -1.02
H -0.30 -1.29 0.26
H 1.69 -1.03 -1.80
H 2.25 -1.21 0.00
H 2.16 0.36 -0.71
H -0.23 1.15 2.65
H -1.45 0.19 1.81
H 0.22 -0.62 2.39
H -0.36 0.59 -2.00
```

Output
Molecular weight (g/mol): 136.2

Atom charges from the natural (NBO) analysis, given in e for atoms 1 to 6: 0.0447, -0.6249, -0.4365, -0.8109, -0.0028, -0.8541

x) DFT (ωB97M-V/def2-TZVPD) results for an isolated molecule of C3H8N2O2S.

The geometry in XYZ format:
```
16
C3H8N2O2S | OMol25 | ωB97M-V/def2-TZVPD
C -1.18 0.84 -0.11
C -1.69 -0.54 -0.43
C -2.53 -1.09 0.43
N 3.06 0.42 -0.33
N 2.44 0.14 0.90
O 0.05 0.83 0.58
O 1.05 -1.06 -0.83
S 0.90 -0.68 0.51
H -1.00 1.42 -0.99
H -1.98 1.50 0.31
H -1.46 -1.13 -1.34
H -2.94 -2.18 0.44
H -2.68 -0.53 1.38
H 2.92 -0.29 -1.01
H 2.76 1.27 -0.87
H 2.27 1.09 1.37
```

Output
Molecular weight (g/mol): 136.2

Atom charges from the natural (NBO) analysis, given in e for atoms 1 to 6: -0.1205, -0.2708, -0.3562, -0.6724, -0.6369, -0.7359

Most stable: x)

w) DFT (ωB97M-V/def2-TZVPD) results for a 2-piece molecular cluster, C3H8N3 overall.

The geometry in XYZ format:
```
14
C3H8N3 | OMol25 | ωB97M-V/def2-TZVPD
C -1.02 1.15 0.18
C -0.26 -1.02 0.16
C 1.63 0.72 -0.01
N -1.30 -0.29 0.31
N 0.37 1.06 -0.43
N 0.73 -0.35 -0.42
H -1.50 1.49 -0.74
H -1.14 1.65 1.10
H -0.30 -2.08 -0.02
H 1.54 -2.14 1.42
H 2.48 1.00 -0.70
H 1.88 0.93 0.99
H -2.25 -0.32 0.78
H 1.61 -1.44 1.41
```

Output
Molecular weight (g/mol): 86.1
Total charge: +1

Atom charges from the natural (NBO) analysis, given in e for atoms 1 to 6: -0.0700, 0.3788, 0.0049, -0.5022, -0.2582, -0.2476

x) DFT (ωB97M-V/def2-TZVPD) results for C3H8N3 as an isolated structure.

The geometry in XYZ format:
```
14
C3H8N3 | OMol25 | ωB97M-V/def2-TZVPD
C 0.39 0.54 0.83
C 1.04 -0.62 0.06
C -0.60 0.63 -0.30
N -2.34 0.10 1.41
N -2.22 -0.09 0.24
N 0.11 -0.39 -1.09
H -0.07 0.28 1.78
H 1.02 1.42 0.98
H 2.08 -0.49 -0.20
H 0.89 -1.60 0.51
H -0.89 1.55 -0.78
H -3.21 -0.21 1.84
H 0.56 -0.03 -1.94
H -0.48 -1.18 -1.37
```

Output
Molecular weight (g/mol): 86.1
Total charge: +1

Atom charges from the natural (NBO) analysis, given in e for atoms 1 to 6: -0.4687, -0.2041, 0.0378, -0.3043, -0.0430, -0.5275

Most stable: x)

w) DFT (ωB97M-V/def2-TZVPD) results for an isolated ion of composition C3H8N3 and charge +1.

The geometry in XYZ format:
```
14
C3H8N3 | OMol25 | ωB97M-V/def2-TZVPD
C -0.91 0.15 0.01
C 0.04 -1.02 0.16
C 1.40 -0.34 -0.20
N -0.34 1.29 0.02
N -2.22 0.00 -0.15
N 1.07 1.14 0.07
H 0.11 -1.33 1.12
H -0.29 -1.88 -0.58
H 2.20 -0.79 0.21
H 1.57 -0.53 -1.24
H -2.65 -0.76 0.43
H -2.90 0.69 -0.36
H 1.50 1.45 1.06
H 1.41 1.93 -0.54
```

Output
SMILES: NC1=N[NH2+]CC1
Molecular weight (g/mol): 86.1
Total charge: +1

Atom charges from the natural (NBO) analysis, given in e for atoms 1 to 6: 0.4609, -0.4761, -0.2246, -0.3468, -0.7605, -0.3862

x) DFT (ωB97M-V/def2-TZVPD) results for an isolated ion of composition C3H8N3 and charge +1.

The geometry in XYZ format:
```
14
C3H8N3 | OMol25 | ωB97M-V/def2-TZVPD
C 1.46 -0.70 0.74
C 0.41 0.52 -1.01
C -1.34 0.16 0.79
N -0.47 -1.73 -0.30
N 1.48 0.28 -0.06
N -0.75 -0.40 -0.49
H 2.30 -1.34 1.31
H -0.03 1.56 -1.05
H 0.61 0.19 -1.99
H -1.71 1.18 0.53
H -1.98 -0.57 1.24
H -0.51 0.11 1.52
H 2.13 1.07 -0.15
H -1.60 -0.34 -1.06
```

Output
Molecular weight (g/mol): 86.1
Total charge: +1

Atom charges from the natural (NBO) analysis, given in e for atoms 1 to 6: 0.1342, -0.0586, -0.4349, -0.1557, -0.5440, -0.3178

Most stable: w)

w) DFT (ωB97M-V/def2-TZVPD) results for a 2-piece molecular cluster, C3H8N3 overall.

The geometry in XYZ format:
```
14
C3H8N3 | OMol25 | ωB97M-V/def2-TZVPD
C -2.70 1.05 -0.03
C -1.02 -0.87 -0.16
C 2.90 0.23 0.39
N -1.76 0.03 -0.29
N -0.02 -1.63 -0.06
N 1.85 0.05 -0.25
H -2.50 1.83 -0.78
H -3.60 0.53 -0.18
H -2.43 1.37 0.93
H 3.76 0.93 0.17
H 3.07 -0.27 1.43
H 1.05 -1.02 0.06
H -0.15 -2.59 -0.04
H 1.56 0.35 -1.20
```

Output
Molecular weight (g/mol): 86.1
Total charge: +1

Atom charges from the natural (NBO) analysis, given in e for atoms 1 to 6: -0.4068, 0.7146, 0.0888, -0.3180, -0.8347, -0.6643

x) DFT (ωB97M-V/def2-TZVPD) results for C3H8N3 as an isolated structure.

The geometry in XYZ format:
```
14
C3H8N3 | OMol25 | ωB97M-V/def2-TZVPD
C -1.56 0.51 -0.58
C -0.74 1.17 0.52
C 0.38 -0.71 -0.90
N -1.01 -0.39 -1.25
N 0.64 -1.94 -0.48
N 0.56 0.51 0.47
H -2.57 0.82 -0.77
H -0.67 2.24 0.30
H -1.24 1.05 1.48
H 1.08 -0.30 -1.63
H 1.52 -2.38 -0.67
H -0.09 -2.51 -0.09
H 1.33 1.13 0.24
H 0.79 -0.01 1.32
```

Output
Molecular weight (g/mol): 86.1
Total charge: +1

Atom charges from the natural (NBO) analysis, given in e for atoms 1 to 6: 0.1594, -0.3224, 0.3172, -0.3818, -0.7894, -0.6397

y) DFT (ωB97M-V/def2-TZVPD) results for an isolated ion of composition C3H8N3 and charge +1.

The geometry in XYZ format:
```
14
C3H8N3 | OMol25 | ωB97M-V/def2-TZVPD
C 0.80 0.16 0.11
C -1.55 -0.91 -0.01
C -1.71 0.57 0.00
N -0.46 -0.05 0.30
N 1.38 1.34 0.06
N 1.81 -1.09 0.10
H -1.95 -1.48 0.83
H -1.52 -1.44 -0.95
H -1.79 1.11 -0.94
H -2.22 1.04 0.83
H 0.85 2.19 0.17
H 2.39 1.39 0.10
H 1.34 -1.94 -0.16
H 2.64 -0.89 -0.44
```

Output
SMILES: NC(=[NH2+])N1CC1
Molecular weight (g/mol): 86.1
Total charge: +1

Atom charges from the natural (NBO) analysis, given in e for atoms 1 to 6: 0.7150, -0.1954, -0.2109, -0.3894, -0.7429, -0.7935

z) DFT (ωB97M-V/def2-TZVPD) results for an isolated ion of composition C3H8N3 and charge +1.

The geometry in XYZ format:
```
14
C3H8N3 | OMol25 | ωB97M-V/def2-TZVPD
C 1.51 0.83 1.46
C -0.41 0.85 0.15
C -1.21 -1.26 -0.64
N 0.88 0.38 0.47
N -1.00 0.10 -0.98
N 0.00 -0.88 -1.41
H 0.92 1.45 2.11
H 2.57 0.49 1.80
H -1.02 1.07 1.01
H -0.38 1.93 -0.37
H -1.89 -1.79 -1.18
H -1.06 -1.66 0.33
H 1.01 -0.40 -0.32
H 0.09 -1.10 -2.42
```

Output
SMILES: C=[NH+]CN1CN1
Molecular weight (g/mol): 86.1
Total charge: +1

Atom charges from the natural (NBO) analysis, given in e for atoms 1 to 6: 0.1229, -0.1306, -0.0720, -0.4467, -0.2160, -0.5149

Most stable: x)

w) DFT (ωB97M-V/def2-TZVPD) results for an isolated ion of composition C6H9N2 and charge +1.

The geometry in XYZ format:
```
17
C6H9N2 | OMol25 | ωB97M-V/def2-TZVPD
C 0.44 -1.43 1.51
C 1.21 -0.42 0.89
C 1.32 -0.37 -0.52
C -0.20 -0.19 -0.96
C -1.14 0.54 -0.03
C -0.68 0.43 1.55
N -0.69 -0.94 1.87
N 0.68 0.78 1.31
H 0.70 -2.39 1.60
H 1.84 0.32 -1.08
H 1.55 -1.36 -0.91
H -0.22 0.27 -1.96
H -0.46 -1.26 -1.03
H -1.35 1.61 -0.48
H -2.10 -0.15 -0.08
H -1.44 0.94 2.10
H 0.85 1.73 1.05
```

Output
SMILES: C1=N[C@@H]2CCCC1=[NH+]2
Molecular weight (g/mol): 109.2
Total charge: +1

Atom charges from the natural (NBO) analysis, given in e for atoms 1 to 6: 0.0380, 0.3515, -0.4592, -0.4035, -0.4163, 0.0555

x) DFT (ωB97M-V/def2-TZVPD) results for an isolated ion of composition C6H9N2 and charge +1.

The geometry in XYZ format:
```
17
C6H9N2 | OMol25 | ωB97M-V/def2-TZVPD
C -1.48 0.72 -0.56
C -0.16 0.31 1.23
C -0.35 0.62 -1.51
C 0.20 -1.64 -0.58
C 0.69 -0.53 0.41
C 0.77 -0.36 -1.05
N -1.34 0.73 0.75
N 0.29 0.70 2.40
H -2.55 0.79 -0.75
H -0.74 0.17 -2.50
H -0.07 1.61 -1.70
H 0.87 -2.43 -0.85
H -0.85 -1.70 -0.57
H 1.57 -0.77 1.13
H 1.87 -0.25 -1.34
H 1.32 0.46 2.69
H -0.04 1.55 2.82
```

Output
SMILES: [NH2+]=C1N=CC[C@@H]2C[C@H]12
Molecular weight (g/mol): 109.2
Total charge: +1

Atom charges from the natural (NBO) analysis, given in e for atoms 1 to 6: 0.2678, 0.5518, -0.5130, -0.3544, -0.3243, -0.1907

y) DFT (ωB97M-V/def2-TZVPD) results for a 2-piece molecular cluster, C6H9N2 overall.

The geometry in XYZ format:
```
17
C6H9N2 | OMol25 | ωB97M-V/def2-TZVPD
C -0.78 2.89 -0.76
C -2.26 0.06 -0.09
C 2.54 -3.08 0.35
C -0.19 2.16 0.14
C 1.09 -1.09 0.54
C -0.95 0.12 0.09
N 1.91 -2.01 0.25
N -0.14 -0.96 0.12
H -0.55 3.92 -0.79
H -1.45 2.33 -1.40
H -2.64 -0.86 -0.29
H -2.85 1.00 -0.15
H 3.35 -3.12 -0.41
H 2.54 -3.63 1.35
H 0.24 2.44 1.07
H 1.50 -0.17 1.11
H -0.82 -1.85 0.03
```

Output
Molecular weight (g/mol): 109.2
Total charge: +1

Atom charges from the natural (NBO) analysis, given in e for atoms 1 to 6: -0.4191, -0.4576, 0.0857, -0.0982, 0.3677, 0.1543

Most stable: x)